[1]
ORCA calculation (ωB97M-V/def2-TZVPD) on 8 unconnected molecules or ions with the total composition C37H89NO15.

* HOMO energy (spin up / spin down): -10.97 / -10.97 eV
* energy: -2645.7529 hartree
* HOMO-LUMO gap (spin up / spin down): 9.272 / 4.845 eV

ORCA input file:
```
! wB97M-V def2-TZVPD RIJCOSX def2/J DEFGRID3
* xyz 1 2
C 5.51 6.84 -31.49
O 6.36 7.99 -31.31
C 7.78 7.71 -30.92
C 8.42 9.16 -30.81
O 9.70 8.91 -30.29
C 10.45 10.08 -29.96
H 4.46 7.14 -31.52
H 5.62 6.15 -30.65
H 5.76 6.29 -32.39
H 8.32 7.20 -31.71
H 7.76 7.20 -29.95
H 7.78 9.75 -30.14
H 8.31 9.57 -31.81
H 11.35 9.70 -29.49
H 9.94 10.66 -29.18
H 10.69 10.73 -30.80
C 8.09 10.68 -23.08
O 7.77 11.80 -22.19
C 8.89 12.21 -21.49
C 8.45 12.90 -20.11
O 9.60 13.41 -19.37
C 9.27 14.05 -18.10
H 8.85 11.00 -23.79
H 7.18 10.45 -23.63
H 8.52 9.84 -22.54
H 9.39 12.88 -22.19
H 9.57 11.37 -21.36
H 7.75 12.40 -19.44
H 7.86 13.78 -20.35
H 8.52 13.49 -17.53
H 8.82 15.04 -18.13
H 10.23 14.17 -17.59
C 8.51 7.52 -26.27
O 8.09 8.79 -25.73
C 7.63 9.87 -26.61
C 6.31 9.47 -27.41
O 5.16 9.56 -26.59
C 4.99 8.48 -25.64
H 7.79 7.08 -26.96
H 8.60 6.83 -25.44
H 9.47 7.58 -26.78
H 8.40 10.08 -27.35
H 7.54 10.78 -26.01
H 6.30 8.53 -27.95
H 6.14 10.29 -28.12
H 5.78 8.36 -24.90
H 5.03 7.57 -26.24
H 4.01 8.54 -25.17
C 12.51 7.63 -26.62
O 12.70 8.76 -25.74
C 11.51 9.02 -24.94
C 11.85 10.15 -23.97
O 11.73 11.48 -24.57
C 12.51 11.74 -25.75
H 13.44 7.31 -27.09
H 11.77 7.84 -27.40
H 12.04 6.84 -26.04
H 11.10 8.19 -24.37
H 10.69 9.29 -25.60
H 12.91 10.06 -23.73
H 11.21 10.15 -23.10
H 12.66 12.80 -25.97
H 12.07 11.26 -26.62
H 13.54 11.40 -25.65
C 8.24 12.88 -30.03
O 8.28 12.36 -31.29
C 7.34 12.92 -32.14
C 5.90 12.46 -31.98
O 5.28 12.84 -30.76
C 4.29 12.01 -30.27
H 8.06 13.95 -30.03
H 9.20 12.70 -29.56
H 7.47 12.35 -29.46
H 7.70 12.56 -33.11
H 7.44 13.99 -32.35
H 5.97 11.39 -32.16
H 5.30 12.97 -32.73
H 3.89 12.49 -29.38
H 4.71 11.05 -29.95
H 3.47 11.89 -30.98
C 3.19 8.43 -21.93
O 1.99 7.87 -22.47
C 1.43 6.79 -21.78
C 0.15 6.44 -22.50
O -0.49 5.38 -21.84
C -1.68 4.91 -22.38
H 3.57 9.26 -22.54
H 4.09 7.81 -21.87
H 2.92 8.77 -20.93
H 1.02 7.25 -20.88
H 2.06 5.93 -21.56
H 0.36 5.96 -23.45
H -0.49 7.25 -22.85
H -2.46 5.67 -22.33
H -2.11 3.99 -21.97
H -1.77 4.69 -23.44
C 16.02 6.79 -29.45
O 14.93 6.40 -28.61
C 14.66 5.02 -28.53
C 13.49 4.63 -29.43
O 12.33 5.18 -28.75
C 11.44 5.85 -29.56
H 16.11 7.87 -29.54
H 15.97 6.32 -30.43
H 16.99 6.44 -29.08
H 14.44 4.62 -27.54
H 15.51 4.40 -28.83
H 13.37 3.55 -29.46
H 13.69 4.89 -30.47
H 11.83 6.77 -30.00
H 10.58 6.17 -28.97
H 11.03 5.15 -30.30
C 8.10 14.12 -24.78
C 6.59 14.41 -25.20
C 6.52 14.06 -26.75
C 5.07 13.96 -27.26
C 4.22 12.95 -26.45
C 4.33 13.16 -24.95
N 5.70 13.48 -24.51
O 5.81 13.51 -23.19
C 3.30 14.20 -24.56
C 3.85 11.73 -24.44
C 6.27 15.93 -24.98
H 8.45 13.11 -25.03
H 8.09 14.16 -23.69
H 8.82 14.85 -25.15
H 6.94 14.90 -27.30
H 7.11 13.21 -27.07
H 5.11 13.77 -28.34
H 4.57 14.90 -27.03
H 4.57 11.99 -26.85
H 3.17 13.00 -26.73
H 2.31 13.88 -24.89
H 3.33 14.28 -23.47
H 3.61 15.16 -24.98
H 4.72 11.09 -24.36
H 3.51 11.78 -23.40
H 3.03 11.23 -24.96
H 5.92 16.25 -23.99
H 5.54 16.22 -25.73
H 7.17 16.52 -25.15
H 6.17 12.65 -22.98
*
```

***

[2]
ORCA calculation (ωB97M-V/def2-TZVPD) on a single C23H27N3OS molecule.

* HOMO energy: -8.13 eV
* SMILES string: CCC(=O)N(c1ccccc1)C1CCN(CCc2ccc(N=C=S)cc2)CC1
* energy: -1530.3475 hartree
* HOMO-LUMO gap: 8.815 eV
* ΔE to the lowest compared entry with this formula, charge and spin: 156.4 kJ/mol

ORCA input file:
```
! wB97M-V def2-TZVPD RIJCOSX def2/J DEFGRID3
* xyz 0 1
C 3.15 -2.17 2.70
C 2.18 -2.74 1.67
C 1.32 -1.62 1.09
O 0.19 -1.42 1.50
N 1.93 -0.81 0.18
C 3.17 -1.12 -0.43
C 4.27 -0.29 -0.21
C 5.48 -0.56 -0.83
C 5.60 -1.66 -1.67
C 4.50 -2.47 -1.90
C 3.29 -2.20 -1.29
C 1.26 0.40 -0.31
C 0.00 0.06 -1.11
C -0.66 1.34 -1.60
N -0.99 2.17 -0.47
C -1.97 3.21 -0.68
C -3.05 3.15 0.42
C -3.72 1.81 0.37
C -4.90 1.62 -0.34
C -5.48 0.37 -0.46
C -4.85 -0.73 0.13
N -5.38 -1.98 0.02
C -6.24 -2.71 -0.37
S -7.22 -3.85 -0.78
C -3.66 -0.56 0.84
C -3.11 0.70 0.96
C 0.19 2.58 0.25
C 0.91 1.36 0.82
H 2.61 -1.61 3.46
H 3.87 -1.51 2.22
H 3.69 -2.98 3.19
H 2.73 -3.27 0.89
H 1.50 -3.44 2.16
H 4.17 0.56 0.45
H 6.33 0.08 -0.65
H 6.54 -1.87 -2.14
H 4.59 -3.32 -2.56
H 2.43 -2.82 -1.48
H 1.98 0.89 -0.99
H 0.25 -0.59 -1.95
H -0.70 -0.47 -0.45
H -1.58 1.09 -2.13
H 0.02 1.86 -2.31
H -1.51 4.21 -0.69
H -2.45 3.06 -1.65
H -2.57 3.29 1.39
H -3.77 3.95 0.26
H -5.38 2.47 -0.80
H -6.40 0.24 -1.00
H -3.18 -1.41 1.29
H -2.19 0.83 1.50
H -0.10 3.24 1.07
H 0.89 3.14 -0.41
H 1.81 1.67 1.35
H 0.24 0.85 1.51
*
```

***

[3]
ORCA calculation (ωB97M-V/def2-TZVPD) on a single CH4P2 molecule.

* HOMO energy (spin up / spin down): -7.48 / -7.78 eV
* energy: -723.0419 hartree
* HOMO-LUMO gap (spin up / spin down): 6.383 / 6.193 eV
* ΔE to the lowest compared entry with this formula, charge and spin: 275.5 kJ/mol

ORCA input file:
```
! wB97M-V def2-TZVPD RIJCOSX def2/J DEFGRID3
* xyz 0 1
C 0.90 0.69 0.06
P -2.38 0.10 0.01
P -0.39 -0.50 -0.02
H 1.35 1.00 -0.86
H 0.71 1.47 0.78
H 0.04 -1.36 -1.03
H -0.23 -1.40 1.05
*
```

***

[4]
ORCA calculation (ωB97M-V/def2-TZVPD) on a single CH4N2O molecule.

* HOMO energy (spin up / spin down): -9.72 / -9.33 eV
* energy: -225.0618 hartree
* HOMO-LUMO gap (spin up / spin down): 9.409 / 8.041 eV
* ΔE to the lowest compared entry with this formula, charge and spin: 604.4 kJ/mol

ORCA input file:
```
! wB97M-V def2-TZVPD RIJCOSX def2/J DEFGRID3
* xyz 0 1
C 0.36 0.52 0.07
N 1.20 -0.49 -0.12
N -1.00 -0.12 -0.56
O -1.94 0.06 0.18
H 0.18 0.87 1.20
H 0.74 1.31 -0.61
H 1.10 -1.07 0.70
H -0.63 -1.08 -0.86
*
```

***

[5]
ORCA calculation (ωB97M-V/def2-TZVPD) on 10 unconnected molecules or ions with the total composition C30H70N10O10.

* HOMO energy: -8.46 eV
* SMILES string: CN(C)C=O.CN(C)C=O.CN(C)C=O.CN(C)C=O.CN(C)C=O.CN(C)C=O.CN(C)C=O.CN(C)C=O.CN(C)C=O.CN(C)C=O
* energy: -2484.8758 hartree
* HOMO-LUMO gap: 8.625 eV
* ΔE to the lowest compared entry with this formula, charge and spin: 1040.8 kJ/mol

ORCA input file:
```
! wB97M-V def2-TZVPD RIJCOSX def2/J DEFGRID3
* xyz 0 1
C 4.78 2.01 -4.16
N 4.71 2.44 -2.78
C 5.68 3.43 -2.37
C 3.69 2.10 -1.96
O 3.49 2.54 -0.84
H 4.01 1.24 -4.28
H 5.73 1.50 -4.32
H 4.56 2.79 -4.88
H 6.70 3.03 -2.29
H 5.81 4.17 -3.17
H 5.43 3.88 -1.41
H 3.05 1.35 -2.47
C -0.78 0.66 5.95
N 0.55 1.22 6.08
C 0.93 1.47 7.47
C 1.24 1.81 5.08
O 2.34 2.32 5.16
H -1.09 0.49 4.92
H -1.50 1.36 6.38
H -0.84 -0.30 6.46
H 0.45 2.39 7.83
H 0.64 0.64 8.11
H 2.01 1.54 7.54
H 0.65 1.64 4.16
C -2.33 -4.75 -0.47
N -1.23 -4.35 -1.32
C -0.85 -5.34 -2.31
C -0.63 -3.14 -1.15
O 0.28 -2.73 -1.84
H -2.90 -3.95 -0.01
H -2.03 -5.44 0.32
H -3.07 -5.30 -1.07
H -1.63 -5.48 -3.06
H 0.07 -5.01 -2.79
H -0.67 -6.31 -1.84
H -1.12 -2.58 -0.34
C 6.34 2.45 1.16
N 6.14 2.02 2.53
C 4.77 2.01 3.01
C 7.16 1.49 3.24
O 7.06 0.98 4.33
H 7.38 2.64 0.94
H 5.72 3.32 0.93
H 5.91 1.66 0.53
H 4.21 1.27 2.45
H 4.69 1.77 4.06
H 4.37 3.02 2.94
H 8.11 1.53 2.68
C 1.67 0.84 1.53
N 0.59 0.49 0.66
C 0.89 0.71 -0.74
C -0.57 0.00 1.10
O -1.52 -0.25 0.36
H 2.02 1.87 1.37
H 2.58 0.26 1.32
H 1.46 0.80 2.59
H 1.47 1.62 -0.90
H 1.60 -0.06 -1.08
H 0.02 0.70 -1.39
H -0.51 -0.11 2.19
C 2.41 -1.63 -1.76
N 2.41 -1.67 -3.21
C 3.69 -1.84 -3.86
C 1.27 -1.36 -3.87
O 1.23 -1.25 -5.09
H 1.41 -1.77 -1.34
H 2.81 -0.66 -1.43
H 3.02 -2.41 -1.31
H 4.10 -2.80 -3.54
H 3.67 -1.79 -4.94
H 4.39 -1.07 -3.52
H 0.42 -1.22 -3.19
C -5.32 -2.05 -2.80
N -5.39 -1.21 -1.61
C -4.11 -0.70 -1.15
C -6.57 -1.16 -0.94
O -6.70 -0.67 0.16
H -4.85 -1.55 -3.65
H -6.29 -2.34 -3.19
H -4.67 -2.91 -2.58
H -3.62 -0.32 -2.04
H -4.30 0.16 -0.51
H -3.51 -1.48 -0.67
H -7.39 -1.60 -1.51
C -5.60 -2.26 2.63
N -4.78 -1.37 3.44
C -4.95 -1.36 4.87
C -3.98 -0.49 2.80
O -3.25 0.31 3.35
H -6.51 -1.76 2.32
H -5.91 -3.20 3.09
H -5.02 -2.57 1.76
H -5.12 -2.38 5.21
H -4.05 -0.97 5.36
H -5.71 -0.66 5.24
H -3.97 -0.60 1.71
C -3.02 3.09 0.44
N -1.86 3.35 1.26
C -0.68 3.87 0.60
C -1.92 3.31 2.62
O -0.96 3.44 3.36
H -3.60 3.97 0.18
H -3.76 2.53 1.02
H -2.75 2.45 -0.40
H 0.11 3.91 1.35
H -0.35 3.23 -0.22
H -0.84 4.91 0.30
H -2.86 2.90 3.01
C -0.86 -2.03 -5.49
N -1.25 -0.76 -4.93
C -1.30 -0.63 -3.48
C -1.56 0.29 -5.71
O -1.78 1.41 -5.30
H -1.02 -2.83 -4.77
H 0.19 -2.13 -5.76
H -1.44 -2.31 -6.37
H -1.84 0.27 -3.23
H -1.77 -1.46 -2.96
H -0.27 -0.56 -3.11
H -1.54 0.04 -6.78
*
```

***

[6]
ORCA calculation (ωB97M-V/def2-TZVPD) on 8 unconnected molecules or ions with the total composition C27H43FO24.

* HOMO energy: -10.44 eV
* SMILES string: O=C1OC[C@@H](F)O1.CCOC(=O)OC.CCOC(=O)OC.CCOC(=O)OC.O=C1OCCO1.O=C1OCCO1.O=C1OCCO1.O=C1OCCO1
* energy: -2960.3215 hartree
* HOMO-LUMO gap: 10.150 eV
* ΔE to the lowest compared entry with this formula, charge and spin: 0.0 kJ/mol

ORCA input file:
```
! wB97M-V def2-TZVPD RIJCOSX def2/J DEFGRID3
* xyz 0 1
O -2.04 -1.07 0.66
C -1.09 -1.07 -0.03
O -0.87 -1.92 -1.05
C 0.50 -1.87 -1.43
C 1.03 -0.61 -0.73
F 1.20 0.40 -1.62
O 0.03 -0.31 0.20
H 1.00 -2.76 -1.07
H 0.57 -1.77 -2.51
H 1.97 -0.83 -0.25
C -0.67 1.34 -6.14
C 0.44 1.47 -5.11
O 0.20 2.34 -4.00
C -0.70 1.93 -3.11
O -1.30 0.89 -3.12
O -0.79 2.87 -2.16
C -1.77 2.64 -1.16
H -0.61 0.37 -6.62
H -0.43 2.02 -6.97
H -1.66 1.65 -5.83
H 1.34 1.82 -5.60
H 0.73 0.53 -4.62
H -1.62 1.70 -0.62
H -2.76 2.54 -1.63
H -1.76 3.47 -0.48
C -0.84 6.50 1.09
C -1.07 5.35 2.07
O 0.19 4.77 2.41
C 0.17 3.50 2.78
O -0.82 2.83 2.99
O 1.42 3.07 2.89
C 1.52 1.69 3.28
H -1.65 6.52 0.36
H 0.06 6.31 0.52
H -0.81 7.48 1.55
H -1.75 4.63 1.61
H -1.63 5.65 2.96
H 0.98 1.53 4.21
H 2.57 1.48 3.42
H 1.01 1.12 2.51
C 3.64 2.40 -3.19
C 4.27 1.04 -2.95
O 3.39 0.00 -3.36
C 3.35 -0.38 -4.62
O 4.09 -0.02 -5.49
O 2.33 -1.23 -4.74
C 1.91 -1.60 -6.05
H 2.82 2.59 -2.50
H 3.22 2.41 -4.20
H 4.37 3.19 -3.10
H 4.46 0.92 -1.89
H 5.21 0.99 -3.50
H 2.17 -0.94 -6.87
H 0.82 -1.62 -6.00
H 2.26 -2.61 -6.25
O 3.51 1.09 0.76
C 3.95 0.15 1.34
O 3.18 -0.91 1.71
C 4.00 -1.81 2.44
C 5.40 -1.45 1.98
O 5.23 -0.03 1.72
H 3.89 -1.70 3.52
H 3.79 -2.87 2.25
H 5.69 -1.86 1.01
H 6.14 -1.62 2.75
O -7.29 -1.42 -1.04
C -6.76 -1.38 0.02
O -7.41 -1.37 1.19
C -6.49 -1.22 2.28
C -5.13 -1.39 1.60
O -5.43 -1.29 0.20
H -6.65 -0.23 2.71
H -6.73 -1.97 3.03
H -4.71 -2.36 1.87
H -4.42 -0.60 1.79
O -2.49 -3.42 5.27
C -2.24 -2.36 4.82
O -3.18 -1.40 4.59
C -2.55 -0.28 3.96
C -1.09 -0.48 4.36
O -0.99 -1.88 4.56
H -2.68 -0.28 2.89
H -2.92 0.65 4.38
H -0.84 0.09 5.26
H -0.48 -0.11 3.54
O -2.87 -4.96 2.57
C -1.75 -4.93 2.20
O -1.00 -3.83 1.92
C 0.36 -4.21 1.77
C 0.29 -5.73 1.55
O -0.99 -6.05 2.06
H 0.79 -3.71 0.91
H 0.88 -3.92 2.69
H 1.03 -6.32 2.09
H 0.38 -6.00 0.50
*
```

***

[7]
ORCA calculation (ωB97M-V/def2-TZVPD) on 3 unconnected molecules or ions with the total composition C4H14N2O3.

* HOMO energy (spin up / spin down): 0.71 / -6.62 eV
* energy: -496.0600 hartree
* HOMO-LUMO gap (spin up / spin down): 2.770 / 10.015 eV
* ΔE to the lowest compared entry with this formula, charge and spin: 0.0 kJ/mol

ORCA input file:
```
! wB97M-V def2-TZVPD RIJCOSX def2/J DEFGRID3
* xyz -1 2
C -2.18 0.07 0.16
C -0.97 -0.86 0.17
C -0.42 -1.08 1.58
N 0.08 -0.48 -0.78
C 0.73 0.73 -0.74
N 1.51 0.98 -1.84
O 0.67 1.57 0.16
H -2.96 -0.29 0.82
H -1.92 1.07 0.50
H -2.60 0.17 -0.85
H -1.32 -1.84 -0.16
H 0.42 -1.77 1.56
H -1.20 -1.48 2.23
H -0.09 -0.14 2.00
H -0.03 -0.89 -1.69
H 1.97 0.20 -2.31
H 2.09 1.78 -1.75
H -0.13 3.47 2.42
H -0.26 2.21 1.56
O -0.64 2.68 2.33
H 1.94 -1.82 -1.17
H 2.98 -2.52 -2.13
O 2.34 -1.79 -2.08
*
```

***

[8]
ORCA calculation (ωB97M-V/def2-TZVPD) on a single C2H7ClSi2 molecule.

* HOMO energy: -8.31 eV
* SMILES string: C=[SiH]C[SiH2]Cl
* energy: -1119.5289 hartree
* HOMO-LUMO gap: 8.772 eV
* ΔE to the lowest compared entry with this formula, charge and spin: 170.7 kJ/mol

ORCA input file:
```
! wB97M-V def2-TZVPD RIJCOSX def2/J DEFGRID3
* xyz 0 1
C -1.33 -1.66 0.32
Si -0.95 -0.14 1.19
C 0.52 0.98 0.53
Si 1.29 0.41 -1.09
Cl -0.27 1.21 -2.14
H -0.53 -1.79 -0.38
H -2.10 -2.35 0.51
H -1.79 0.54 2.23
H 1.32 1.03 1.25
H 0.16 1.93 0.46
H 2.45 0.87 -1.79
H 1.23 -1.02 -1.09
*
```

***

What is the formula in the second record? C23H27N3OS